1.
Density functional theory data (ωB97M-V with the def2-TZVPD basis set) for C20H33BrCoN2O5SSb2 as an isolated structure in a non-equilibrium geometry.

```
65
C20H33BrCoN2O5SSb2, DFT ωB97M-V with the def2-TZVPD basis set
Co -1.0847 0.8973 0.8427
C 3.6905 2.1713 0.5251
Sb 2.0020 0.7742 0.4105
C 2.3858 0.3135 -1.6575
C 3.1438 -0.9293 1.2859
C 3.3929 -1.9712 0.2739
C 4.5129 -1.8539 -0.5462
C 4.7591 -2.7426 -1.5736
C 3.8717 -3.7800 -1.8013
C 2.7748 -3.9297 -0.9755
C 2.5151 -3.0484 0.0705
C 1.3449 -3.2923 0.9339
Sb -0.3294 -1.8605 0.6530
C -1.7367 -3.2643 1.5655
C -0.5828 -2.5181 -1.3906
H 3.8098 2.5389 1.5391
H 3.5150 3.0179 -0.1317
H 4.6001 1.6678 0.2173
H 3.4519 0.2351 -1.8341
H 1.9629 1.0967 -2.2756
H 1.9037 -0.6239 -1.9031
H 2.5554 -1.2898 2.1267
H 4.0688 -0.4917 1.6544
H 5.2066 -1.0458 -0.3543
H 5.6317 -2.6225 -2.1993
H 4.0398 -4.4771 -2.6098
H 2.1011 -4.7633 -1.1202
H 1.6038 -3.2498 1.9891
H 0.9118 -4.2681 0.7225
H -1.9496 -4.0943 0.8990
H -2.6539 -2.7416 1.8115
H -1.3048 -3.6469 2.4859
H -1.0536 -3.4962 -1.4047
H 0.4046 -2.5817 -1.8395
H -1.1836 -1.8054 -1.9406
O -1.0247 7.1196 0.3693
C -1.1053 5.7799 0.3039
C -0.0915 4.9739 -0.2250
C -0.2599 3.6102 -0.2373
N -1.3408 2.9939 0.2510
C -2.3112 3.7763 0.7119
Br -3.8663 2.8932 1.2977
C -2.2609 5.1509 0.7705
H -0.1781 7.4291 0.0249
H 0.8020 5.4152 -0.6405
H 0.4893 2.9674 -0.6758
H -3.0937 5.7260 1.1385
C -5.3490 -0.4616 0.7802
S -3.9881 -0.1072 -0.4151
C -4.1094 -1.7260 -1.2502
O -2.7809 -0.2590 0.4782
H -6.2903 -0.4843 0.2464
H -5.3626 0.3423 1.5053
H -5.1663 -1.4050 1.2778
H -5.1479 -1.9387 -1.4689
H -3.6821 -2.4711 -0.5891
H -3.5399 -1.6568 -2.1684
C -0.7641 1.3787 2.7989
H -0.0956 2.2323 2.9329
H -0.3204 0.5264 3.3183
H -1.7020 1.6139 3.3023
O -2.4259 0.3549 -2.2612
N -1.4474 1.0787 -2.0872
O -1.2813 2.1050 -2.7062
O -0.5864 0.7186 -1.2304
```

Output
Frontier orbital gap (spin up / spin down) in Ha: 0.282 / 0.290
Expectation value of S²: 1.207
Spin multiplicity: 2
HOMO (spin up / spin down) in eV: -7.5 / -7.5
E_LUMO (spin up / spin down) in eV: 0.22 / 0.36
Calculated total energy in eV: -166066.79608
Molar mass in u: 795.9

The computed Mulliken charges, all in e, follow: number 1, Co, carries 0.989; number 2, C, carries -1.389; number 3, Sb, carries 0.428; number 4, C, carries -1.305; number 5, C, carries -1.768; number 6, C, carries 0.852; number 7, C, carries -0.622; number 8, C, carries -0.625; number 9, C, carries -0.711; number 10, C, carries -0.623; number 11, C, carries 1.134; number 12, C, carries -1.844; number 13, Sb, carries 0.744; number 14, C, carries -1.394; number 15, C, carries -1.297; number 16, H, carries 0.394; number 17, H, carries 0.425; number 18, H, carries 0.366; number 19, H, carries 0.509; number 20, H, carries 0.553; number 21, H, carries 0.191; number 22, H, carries 0.369; number 23, H, carries 0.665; number 24, H, carries 0.385; number 25, H, carries 0.410; number 26, H, carries 0.399; number 27, H, carries 0.369; number 28, H, carries 0.641; number 29, H, carries 0.608; number 30, H, carries 0.438; number 31, H, carries 0.222; number 32, H, carries 0.493; number 33, H, carries 0.517; number 34, H, carries 0.415; number 35, H, carries 0.199; number 36, O, carries -0.549; number 37, C, carries 0.911; number 38, C, carries -0.849; number 39, C, carries -0.746; number 40, N, carries 0.276; number 41, C, carries -0.081; number 42, Br, carries -0.141; number 43, C, carries -0.523; number 44, H, carries 0.309; number 45, H, carries 0.327; number 46, H, carries 0.541; number 47, H, carries 0.480; number 48, C, carries -1.148; number 49, S, carries 0.555; number 50, C, carries -0.837; number 51, O, carries -0.436; number 52, H, carries 0.440; number 53, H, carries 0.309; number 54, H, carries 0.314; number 55, H, carries 0.514; number 56, H, carries 0.069; number 57, H, carries 0.255; number 58, C, carries -1.469; number 59, H, carries 0.347; number 60, H, carries 0.401; number 61, H, carries 0.287; number 62, O, carries -0.653; number 63, N, carries 0.391; number 64, O, carries -0.663; number 65, O, carries 0.231



2.
Density functional theory data (ωB97M-V with the def2-TZVPD basis set) for a 3-piece molecular cluster, C2H11N3O2 overall in a non-equilibrium geometry.

```
18
C2H11N3O2, DFT ωB97M-V with the def2-TZVPD basis set
H -1.6899 1.1919 1.5320
N -0.7768 0.7419 1.4787
C -0.3139 0.9852 0.3126
N -1.0094 1.7209 -0.6447
N 1.0157 0.7354 -0.0073
C 1.4494 -0.6622 -0.0125
H -0.6882 1.6888 -1.5992
H -2.0084 1.5734 -0.6271
H 1.3845 1.2730 -0.7731
H 0.7851 -1.2513 0.5800
H 2.4385 -0.7771 0.4259
H 1.3998 -1.0652 -1.0211
O 1.0683 -0.8822 -3.2386
H 1.0509 -0.5277 -4.1399
H 2.0274 -0.7647 -3.1442
O -1.5136 -1.8652 2.7979
H -1.3580 -1.0188 2.3329
H -1.2738 -2.4411 2.0582
```

Output
Frontier orbital gap in Ha: 0.342
HOMO in eV: -9.1
E_LUMO in eV: 0.22
Calculated total energy in eV: -10817.41292
Molar mass in u: 109.1
SMILES: [H]/N=C(\N)NC.O.O

The computed Mulliken charges, all in e, follow: number 1, H, carries 0.191; number 2, N, carries -0.733; number 3, C, carries 0.593; number 4, N, carries -0.574; number 5, N, carries -0.265; number 6, C, carries -0.469; number 7, H, carries 0.235; number 8, H, carries 0.230; number 9, H, carries 0.243; number 10, H, carries 0.162; number 11, H, carries 0.280; number 12, H, carries 0.100; number 13, O, carries -0.639; number 14, H, carries 0.306; number 15, H, carries 0.313; number 16, O, carries -0.684; number 17, H, carries 0.412; number 18, H, carries 0.302



3.
Density functional theory data (ωB97M-V with the def2-TZVPD basis set) for one molecule with the formula C5H12O in a non-equilibrium geometry.

```
18
C5H12O, DFT ωB97M-V with the def2-TZVPD basis set
C -1.4772 1.4283 0.2459
C -0.5536 0.1857 0.3830
C -1.0935 -1.1701 -0.6814
C 0.8849 0.3486 -0.1012
C 1.9334 -0.2545 0.8281
O 0.8663 -0.2837 -1.3935
H -1.4994 2.1556 1.0822
H -1.2296 2.0066 -0.6511
H -2.5098 1.0805 0.1407
H -0.5915 -0.1354 1.4503
H -1.1911 -1.9717 0.0359
H -2.0169 -0.7498 -1.0497
H -0.7048 -1.7080 -1.6033
H 1.1445 1.3801 -0.3636
H 2.8574 -0.4222 0.2656
H 1.5875 -1.2153 1.2280
H 2.1806 0.3909 1.6802
H 1.4128 -1.0655 -1.4960
```

Output
Frontier orbital gap in Ha: 0.378
HOMO in eV: -9.3
E_LUMO in eV: 1.00
Calculated total energy in eV: -7424.80785
Molar mass in u: 88.1
SMILES: CC(C)[C@@H](C)O

The computed Mulliken charges, all in e, follow: number 1, C, carries -1.431; number 2, C, carries 0.176; number 3, C, carries -1.093; number 4, C, carries 0.339; number 5, C, carries -1.519; number 6, O, carries -0.563; number 7, H, carries 0.352; number 8, H, carries 0.343; number 9, H, carries 0.365; number 10, H, carries 0.350; number 11, H, carries 0.297; number 12, H, carries 0.360; number 13, H, carries 0.315; number 14, H, carries 0.268; number 15, H, carries 0.398; number 16, H, carries 0.374; number 17, H, carries 0.357; number 18, H, carries 0.313



4.
Density functional theory data (ωB97M-V with the def2-TZVPD basis set) for an isolated ion of composition CH3N4O and charge +1 in a non-equilibrium geometry.

```
9
CH3N4O, DFT ωB97M-V with the def2-TZVPD basis set
N 1.6617 0.3346 -0.3248
N 0.9097 -0.3656 1.1063
N -0.2223 -0.5451 0.8579
C -1.2999 -0.5304 0.2077
N -2.5098 -0.3243 0.1140
O -3.7265 -0.1037 0.0368
H 2.4535 0.9119 -0.2906
H 1.0112 0.9823 -0.6226
H 1.7224 -0.3597 -1.0848
```

Output
Frontier orbital gap in Ha: 0.296
HOMO in eV: -14.8
E_LUMO in eV: -6.74
Calculated total energy in eV: -9079.19821
Molar mass in u: 87.1
SMILES: [NH3+]N=[N+]=C=N[O-]
Charge: +1

The computed Mulliken charges, all in e, follow: number 1, N, carries -0.506; number 2, N, carries -0.207; number 3, N, carries 0.332; number 4, C, carries 0.321; number 5, N, carries 0.420; number 6, O, carries -0.348; number 7, H, carries 0.305; number 8, H, carries 0.329; number 9, H, carries 0.353



5.
Density functional theory data (ωB97M-V with the def2-TZVPD basis set) for one molecule with the formula C3HClF2 in a non-equilibrium geometry.

```
7
C3HClF2, DFT ωB97M-V with the def2-TZVPD basis set
C 2.4579 -0.5177 -0.0085
C 1.3397 -0.0171 -0.0211
C -0.0440 0.4218 0.0145
F -0.3996 1.1750 1.1407
F -0.4722 1.1881 -1.1321
Cl -1.0617 -1.1488 0.0060
H 3.3733 -1.0606 -0.0891
```

Output
Frontier orbital gap in Ha: 0.421
HOMO in eV: -11.2
E_LUMO in eV: 0.29
Calculated total energy in eV: -21081.96675
Molar mass in u: 110.5
SMILES: C#CC(F)(F)Cl

The computed Mulliken charges, all in e, follow: number 1, C, carries 0.122; number 2, C, carries -0.680; number 3, C, carries 0.692; number 4, F, carries -0.188; number 5, F, carries -0.209; number 6, Cl, carries -0.148; number 7, H, carries 0.412



6.
Density functional theory data (ωB97M-V with the def2-TZVPD basis set) for a 2-piece molecular cluster, C27H22N2O4 overall in a non-equilibrium geometry.

```
55
C27H22N2O4, DFT ωB97M-V with the def2-TZVPD basis set
C 5.5390 1.5846 -2.4545
C 4.6444 0.9872 -1.4262
C 4.1712 -0.3088 -1.5882
C 3.3572 -0.8865 -0.6459
C 2.9695 -0.1968 0.5256
C 2.1383 -0.8882 1.4498
C 1.5517 -0.5480 2.6997
C 0.8296 -1.5560 3.3849
C 0.2625 -1.3246 4.6151
C 0.3860 -0.0883 5.2228
C 1.0707 0.9225 4.5729
C 1.6335 0.7103 3.3360
C 3.4747 1.1125 0.6758
C 4.2822 1.6843 -0.2787
H 5.8048 2.6131 -2.2131
H 6.4645 1.0158 -2.5398
H 5.0611 1.5874 -3.4338
H 4.4654 -0.8589 -2.4661
H 3.0144 -1.8963 -0.7935
H 1.9270 -1.9017 1.1505
H 0.7387 -2.5311 2.9340
H -0.2710 -2.1130 5.1193
H -0.0464 0.0864 6.1952
H 1.1681 1.8864 5.0439
H 2.1215 1.5342 2.8571
H 3.2683 1.6810 1.5575
H 4.6551 2.6848 -0.1374
C -1.4924 0.3812 -0.4970
C -1.5025 0.4313 -1.9153
C -0.4111 0.9818 -2.6213
C -0.3291 0.8634 -3.9820
C -1.3154 0.1955 -4.6911
N -1.1953 0.0076 -6.1254
O -2.0850 -0.6268 -6.7089
O -0.2082 0.4814 -6.7043
C -2.4047 -0.3397 -4.0253
C -2.5099 -0.2123 -2.6687
C -2.5915 0.0193 0.3297
C -3.9315 0.2724 -0.0479
C -4.9700 -0.1741 0.7200
C -4.7186 -0.8949 1.8776
N -5.8235 -1.4163 2.6612
O -5.5704 -2.1297 3.6408
O -6.9777 -1.1271 2.3193
C -3.4147 -1.1127 2.2961
C -2.3635 -0.6449 1.5561
H -0.5328 0.4710 -0.0159
H 0.3586 1.4947 -2.0715
H 0.5089 1.2633 -4.5261
H -3.1400 -0.8822 -4.5962
H -3.3337 -0.6796 -2.1617
H -4.1291 0.8644 -0.9260
H -5.9939 0.0234 0.4452
H -3.2532 -1.6792 3.1980
H -1.3517 -0.8235 1.8777
```

Output
Frontier orbital gap in Ha: 0.095
HOMO in eV: -5.9
E_LUMO in eV: -3.31
Calculated total energy in eV: -39517.69032
Molar mass in u: 438.5

The computed Mulliken charges, all in e, follow: number 1, C, carries -1.455; number 2, C, carries 1.121; number 3, C, carries -0.714; number 4, C, carries -0.824; number 5, C, carries 1.233; number 6, C, carries -0.708; number 7, C, carries 1.266; number 8, C, carries -0.552; number 9, C, carries -0.514; number 10, C, carries -0.422; number 11, C, carries -0.911; number 12, C, carries -0.312; number 13, C, carries -0.343; number 14, C, carries -1.160; number 15, H, carries 0.365; number 16, H, carries 0.329; number 17, H, carries 0.331; number 18, H, carries 0.438; number 19, H, carries 0.397; number 20, H, carries 0.196; number 21, H, carries 0.341; number 22, H, carries 0.431; number 23, H, carries 0.412; number 24, H, carries 0.411; number 25, H, carries 0.347; number 26, H, carries 0.292; number 27, H, carries 0.347; number 28, C, carries -1.227; number 29, C, carries 0.892; number 30, C, carries -0.763; number 31, C, carries -0.424; number 32, C, carries -0.127; number 33, N, carries 0.955; number 34, O, carries -0.610; number 35, O, carries -0.622; number 36, C, carries -0.699; number 37, C, carries -0.505; number 38, C, carries 0.695; number 39, C, carries -0.656; number 40, C, carries -0.535; number 41, C, carries -0.159; number 42, N, carries 0.944; number 43, O, carries -0.616; number 44, O, carries -0.611; number 45, C, carries -0.408; number 46, C, carries -0.409; number 47, H, carries 0.405; number 48, H, carries 0.515; number 49, H, carries 0.481; number 50, H, carries 0.468; number 51, H, carries 0.577; number 52, H, carries 0.728; number 53, H, carries 0.483; number 54, H, carries 0.544; number 55, H, carries 0.338